# 1
C21H45BiOP3S | ωB97M-V with the def2-TZVPD basis set

Results
- Net charge: +3
- Maximum force: 4.712 eV/Å
- Total energy: -69066.4985 eV
- ΔE to the lowest compared entry with this formula, charge and spin: 9.1 kcal per mole
- Multiplicity: 1
- LUMO energy (spin up / spin down): -11.58 / -12.15 eV
- HOMO-LUMO gap (spin up / spin down): 0.1448 / 0.1072 hartree

Element x y z (Å)
Bi1 0.63398 0.28970 -0.66705
S1 1.28881 3.53666 3.08854
P1 3.00031 -0.53731 0.64262
P2 -0.17478 -2.51208 0.10601
P3 1.26922 -0.57117 -3.27121
O1 -2.28383 0.23021 -0.99016
C1 4.08091 -1.70469 -0.25430
C2 -0.88425 -2.53164 1.78619
C3 -3.05772 3.57940 4.06128
C4 -1.64925 -3.03715 -0.83063
C5 2.75637 -1.49153 2.18756
C6 2.54480 0.28681 -4.25928
C7 1.35045 2.66036 -0.03817
C8 -0.95776 2.42118 4.23525
C9 -4.69078 0.00030 -1.14777
C10 -1.32885 4.01303 2.44645
C11 0.83038 -4.03089 0.14059
C12 -0.29589 -0.29342 -4.19054
C13 -2.24617 2.63177 4.69063
C14 -4.35320 0.64391 0.21110
C15 1.67680 2.15289 -1.34541
C16 -2.63758 4.22596 2.89110
C17 -0.43659 3.24643 3.21817
C18 -3.37375 0.00330 -1.93096
C19 -2.82344 0.73477 0.26030
C20 4.24222 0.67236 1.20482
C21 1.60299 -2.36129 -3.51547
H1 3.56926 -2.66427 -0.38880
H2 -2.55602 2.19094 5.64174
H3 2.62702 -2.55870 1.96744
H4 4.98890 -1.85206 0.34704
H5 1.82871 -2.60392 -4.56719
H6 -2.55615 -2.61743 -0.36574
H7 3.65530 -1.36300 2.80786
H8 1.23634 2.51685 -2.27809
H9 2.14289 3.17977 0.51878
H10 -1.71990 -4.13811 -0.80613
H11 -4.00390 3.89053 4.49438
H12 -4.73045 0.05824 1.05660
H13 -2.39358 0.14267 1.08672
H14 0.16892 -4.88313 0.37415
H15 -0.13738 -2.21381 2.52795
H16 -3.19053 -0.95049 -2.45153
H17 -3.24629 4.97622 2.40531
H18 3.75698 1.48528 1.75962
H19 -3.36166 0.81192 -2.68281
H20 1.29691 -4.18252 -0.84315
H21 2.64478 1.31063 -3.88044
H22 2.46204 -2.66288 -2.89738
H23 -1.58306 -2.66453 -1.86551
H24 0.37975 3.13145 0.18328
H25 2.29937 0.33882 -5.33034
H26 -4.77589 1.65308 0.28220
H27 -5.46056 0.55295 -1.69472
H28 2.72835 1.86246 -1.50558
H29 3.52320 -0.20104 -4.15332
H30 -0.86423 0.49729 -3.67824
H31 -2.47859 1.77446 0.38713
H32 0.72995 -2.95189 -3.20000
H33 1.63314 -3.96572 0.88891
H34 4.35871 -1.29030 -1.22973
H35 -1.74278 -1.84427 1.82294
H36 1.58653 2.42733 3.76227
H37 -0.10159 0.02326 -5.22719
H38 -0.94402 4.51270 1.56438
H39 4.79352 1.08298 0.34894
H40 -5.04053 -1.03062 -1.01615
H41 1.88417 -1.11724 2.73775
H42 -1.22725 -3.55436 2.01532
H43 -0.29173 1.68519 4.68074
H44 -0.92064 -1.19978 -4.19590
H45 4.94856 0.14717 1.86680



# 2
C21H45N2O17S6 | ωB97M-V with the def2-TZVPD basis set

Results
- Net charge: -1
- Maximum force: 7.095 eV/Å
- Total energy: -125293.5715 eV
- Multiplicity: 1
- LUMO energy: 1.51 eV
- HOMO-LUMO gap: 0.2779 hartree

Element x y z (Å)
S1 -2.11345 -5.14972 -0.86101
S2 1.08870 7.15534 -0.81879
S3 3.74395 -1.30824 2.72703
S4 4.75737 1.14807 1.55671
S5 -6.08367 -4.20186 -5.82875
S6 1.41872 2.23969 5.62191
O1 5.47486 0.40545 0.37200
O2 2.45710 6.80756 -0.50150
O3 -5.67624 -3.76803 -7.14830
O4 2.29706 2.64062 4.54341
O5 -2.98412 -4.51692 0.36223
O6 2.12354 2.60636 7.04446
O7 -0.97335 -4.29474 -1.11274
O8 4.28788 -2.38252 1.52059
O9 0.03252 7.10340 0.16974
O10 -5.25504 -5.06226 -5.01188
O11 5.70583 2.35476 1.92485
O12 1.07185 8.61779 -1.53699
O13 2.27523 -0.84352 2.58130
O14 0.02954 2.64193 5.67259
O15 -7.57822 -4.84446 -5.91936
O16 3.80513 -2.11446 4.08295
O17 -1.97497 -6.57552 -0.65282
N1 0.12753 3.13642 0.15275
N2 4.73779 0.10954 2.96070
C1 -2.56001 -4.75819 1.69545
C2 0.58345 6.20838 -2.23427
C3 1.13470 9.77764 -0.72069
C4 0.62877 1.88462 -0.48240
C5 2.69972 -3.75151 -1.77975
C6 2.55956 3.93943 7.26434
C7 -3.31019 -4.88097 -2.14598
C8 2.54963 10.04206 -0.24265
C9 1.39937 4.85003 7.61819
C10 3.85885 -3.68583 -0.57734
C11 3.33731 -4.06071 -3.26710
C12 -7.28788 -7.21642 -6.34029
C13 2.47014 3.29358 1.75808
C14 3.47721 -2.31085 0.29521
C15 -7.81455 -5.88905 -6.85131
C16 3.10240 1.89321 1.09443
C17 1.49695 0.47260 5.78571
C18 2.07611 1.27725 -0.05898
C19 -6.51706 -2.76879 -4.87270
C20 -1.39636 -3.86318 2.07667
C21 1.02627 3.75800 1.16627
H1 3.26158 3.91175 8.10512
H2 3.25082 10.03862 -1.08336
H3 3.11053 4.31827 6.39712
H4 1.80898 -4.47323 -1.50707
H5 -7.38811 -5.64360 -7.82961
H6 0.72742 4.97926 6.76442
H7 2.61168 11.00663 0.26912
H8 2.87921 9.26683 0.45559
H9 -3.41167 -4.53440 2.34745
H10 -1.62258 -2.81556 1.85354
H11 1.75989 5.83831 7.91735
H12 0.98789 0.17978 6.70598
H13 -7.59362 -8.03402 -6.99924
H14 -1.16663 -3.95907 3.14165
H15 2.43521 0.29714 -0.62924
H16 3.78169 -1.41246 -0.42791
H17 1.28423 6.39176 -3.05100
H18 4.50067 -4.20501 -3.27403
H19 0.61772 4.78124 1.63180
H20 -2.86479 -5.19230 -3.09336
H21 2.31969 -2.36185 0.45914
H22 0.80641 4.42464 8.43424
H23 -2.31174 -5.81473 1.84122
H24 -0.00719 1.33693 -1.32555
H25 2.73173 -4.95945 -3.72523
H26 -7.65570 -7.41696 -5.32887
H27 -3.55734 -3.81826 -2.18254
H28 -6.19485 -7.21220 -6.29123
H29 -0.42861 6.50480 -2.51551
H30 0.80206 10.62060 -1.33655
H31 2.21803 -2.66425 -1.85354
H32 4.91750 -3.61743 -1.07140
H33 0.43960 9.70040 0.12194
H34 2.54394 0.16494 5.80497
H35 -7.18814 -2.14050 -5.46104
H36 -8.89999 -5.96157 -6.98199
H37 0.60179 5.15182 -1.95830
H38 -4.19753 -5.48013 -1.93418
H39 -0.49721 -4.12658 1.51161
H40 3.69161 -4.67338 0.05969
H41 -5.59826 -2.22454 -4.64373
H42 0.99190 0.03047 4.92416
H43 -6.99783 -3.09282 -3.94769
H44 3.07075 3.89587 2.59231
H45 3.11933 -3.12170 -3.96822